Record 1
Here is C4H7NO in the gas phase from the Open Molecules 2025 dataset. Energies are from wB97M-V/def2-TZVPD.

## Properties
Highest occupied orbital energy (alpha / beta) in Eh: -0.270 / -0.265
E_tot in Eh: -286.41354

Structure (ORCA input):
```
! wB97M-V def2-TZVPD RIJCOSX def2/J DEFGRID3
* xyz 0 1
C 0.9009 -0.4846 -0.9181
C -0.5956 -0.4945 -0.8494
O -1.0317 -0.5447 0.5127
C -1.0358 0.6930 1.1490
C 0.2629 1.4651 1.0869
N 1.2019 1.1949 0.3648
H 1.2960 -0.2486 -1.9109
H 1.9088 0.8062 -0.2569
H 1.3597 -1.3740 -0.4823
H -1.0438 -1.3744 -1.3298
H -1.0206 0.3975 -1.3396
H -1.2740 0.5159 2.2007
H -1.8067 1.3683 0.7396
*
```

Results of the natural (NBO) charge analysis, in e, for atoms 1 through 5:
1. C -0.538
2. C -0.105
3. O -0.514
4. C -0.165
5. C 0.223

=====

Record 2
Here is a molecular structure, C31H21N6O7PtS in a non-equilibrium geometry from the Open Molecules 2025 dataset. Energies are from wB97M-V/def2-TZVPD.

## Properties
Highest occupied orbital energy (alpha / beta) in Eh: -0.404 / -0.404
E_tot in Eh: -2565.99958

Structure (ORCA input):
```
! wB97M-V def2-TZVPD RIJCOSX def2/J DEFGRID3
* xyz 1 1
Pt 0.4634 0.6534 -0.1856
O -0.7369 -3.5634 5.4015
C 0.1859 -3.7604 4.6628
O 1.1037 -4.5119 4.4600
C 0.2259 -2.5678 3.4964
C 0.5931 -2.9619 2.1179
C 0.2343 -1.8480 1.1743
N 0.1596 -0.6177 1.5848
C 0.1911 -0.2619 2.8856
C 0.1298 -1.2904 3.8818
C 0.1317 1.1464 3.1658
C 0.1830 1.6785 4.4646
C 0.0816 3.0453 4.6319
C -0.0457 3.8552 3.5109
C -0.0567 3.2502 2.2594
N 0.0119 1.9463 2.0868
C -0.3044 -2.1563 -0.2136
C 0.4292 -3.2611 -2.4571
C -0.6308 -3.1229 -3.4118
C -1.7716 -2.4216 -3.4044
C -1.1960 -0.6063 -1.9769
N -0.6983 -0.8649 -0.7392
H 1.6971 -3.0562 2.1340
H -0.0562 -1.0294 4.9108
H 0.3108 1.0307 5.3168
H 0.1017 3.4785 5.6202
H -0.1326 4.9258 3.5959
H -0.1161 3.8410 1.3570
H 1.2037 -3.9160 -2.8431
H -0.5533 -3.8323 -4.2226
H -2.5685 -2.6216 -4.1061
H -1.5572 0.4254 -2.0396
O 0.1842 0.0418 -4.3848
S 0.5705 -0.4043 -3.0665
O -2.1147 -1.3693 -2.6321
N 0.9575 0.9123 -2.1449
C 0.7697 2.1668 -2.6827
C 1.4599 2.6124 -3.7914
C 1.1240 3.8338 -4.3874
C 0.0819 4.5887 -3.9128
C -0.6536 4.1661 -2.7844
C -1.7631 4.8519 -2.2497
C -2.3987 4.3587 -1.1388
C -1.9311 3.1734 -0.5506
N -0.9063 2.5151 -1.0306
C -0.2713 2.9636 -2.1301
C 0.5633 -3.0398 -1.1204
C -1.4748 -3.0999 0.0927
C -1.2585 -4.1241 0.9027
C 0.0782 -4.3160 1.5649
C 1.1695 -4.7162 0.6078
C 1.4414 -4.0286 -0.5004
H 2.2584 2.0093 -4.1924
H 1.6964 4.1666 -5.2411
H -0.1838 5.5212 -4.3872
H -2.1100 5.7505 -2.7383
H -3.2522 4.8636 -0.7148
H -2.4269 2.7614 0.3158
H -2.4110 -2.9038 -0.4031
H -2.0263 -4.8504 1.1169
H 0.0112 -5.0484 2.3702
H 1.8110 -5.5293 0.9137
H 2.2613 -4.3589 -1.1227
O 2.8046 0.1565 0.5458
N 2.9727 1.3815 0.5874
O 3.9890 1.9013 0.9159
O 1.9646 2.0878 0.2541
*
```

Results of the natural (NBO) charge analysis, in e, for atoms 1 through 5:
1. Pt 1.222
2. O -0.629
3. C 0.791
4. O -0.677
5. C 0.177

=====

Record 3
Here is C8H9PS in the gas phase in a non-equilibrium geometry from the Open Molecules 2025 dataset. Energies are from wB97M-V/def2-TZVPD.

## Properties
Highest occupied orbital energy in Eh: -0.308
Structure (SMILES): CS/C=P/c1ccccc1
E_tot in Eh: -1049.67945

Structure (ORCA input):
```
! wB97M-V def2-TZVPD RIJCOSX def2/J DEFGRID3
* xyz 0 1
C -2.2217 -1.2492 2.3093
C -0.9206 -0.8340 2.5146
C -2.5386 -1.8756 1.0841
C -0.0390 -0.7392 1.4310
C -1.6357 -1.7995 0.0547
C -0.3814 -1.1374 0.1662
C 1.2970 0.4665 -1.2526
C 2.4551 2.7732 -2.5464
P 0.7616 -1.1297 -1.3283
S 2.7841 0.9635 -2.4260
H -2.9859 -1.4277 3.0794
H -0.6048 -0.3343 3.3956
H -3.3570 -2.5698 1.1224
H 0.8583 -0.1309 1.6216
H -2.0424 -1.8919 -0.9270
H 1.4289 1.1423 -0.5023
H 1.6616 3.1555 -1.9355
H 2.1670 3.1358 -3.5579
H 3.3137 3.4825 -2.3030
*
```

Results of the natural (NBO) charge analysis, in e, for atoms 1 through 5:
1. C -0.197
2. C -0.211
3. C -0.207
4. C -0.210
5. C -0.217

=====

Record 4
Here is C5H8N2O3 in the gas phase in a non-equilibrium geometry from the Open Molecules 2025 dataset. Energies are from wB97M-V/def2-TZVPD.

## Properties
Highest occupied orbital energy (alpha / beta) in Eh: -0.350 / -0.349
Structure (SMILES): C=[N+]([O-])[C@H](C)[C@@H](O)C#[N+][O-]
E_tot in Eh: -530.33126

Structure (ORCA input):
```
! wB97M-V def2-TZVPD RIJCOSX def2/J DEFGRID3
* xyz 0 1
C -0.4892 -1.5901 -1.8732
C 0.6958 1.9083 -0.9420
C -1.3461 -1.2325 -0.7066
C -0.5359 -0.1044 0.1008
C 0.7894 -0.6933 0.6625
N 0.0766 -1.6279 -2.8952
N -0.3482 1.1520 -0.7324
O -1.3887 1.3537 -1.4641
O 0.8555 -1.7823 -3.7996
O -2.6518 -0.8356 -0.9088
H 1.5323 1.7682 -0.2268
H 0.4770 2.8170 -1.4287
H -1.5447 -2.1751 -0.3002
H -1.1342 0.3412 0.8783
H 1.4059 -1.1980 -0.2208
H 0.6109 -1.5887 1.2750
H 1.5469 -0.2039 1.2805
H -2.5987 0.0522 -1.3016
*
```

Results of the natural (NBO) charge analysis, in e, for atoms 1 through 5:
1. C 0.125
2. C -0.155
3. C 0.040
4. C -0.072
5. C -0.675

=====

Q: What is the E_tot in the third record?
A: -1049.67945 Eh